The following is a quantum chemistry calculation of a 14-piece molecular cluster, C78H180N10O16 overall in a non-equilibrium geometry, from the OMol25 dataset.

The calculation puts the HOMO energy (spin up / spin down) at -18.69 / -18.69 eV. For the largest force on an atom, the calculation gives 5.58 eV/A. The value obtained for the HOMO-LUMO gap (spin up / spin down) is 0.2643 / 0.1014 Ha. The expectation value of S² is 0.7571.

Geometry as ORCA input:
```
! RIJCOSX wB97M-V def2-TZVPD def2/J DEFGRID3
* xyz 7 2
C 12.3489 16.7538 -0.0666
C 13.0605 15.4194 -0.2216
C 12.0412 14.2062 -0.1123
N 12.6737 12.7763 0.1119
C 11.5010 11.7113 0.0992
C 12.0530 10.3225 0.5466
C 12.5978 10.4338 1.9607
C 13.7652 11.4317 1.9826
C 13.1768 12.8242 1.5645
C 13.8220 12.4517 -0.9001
H 12.0461 16.8613 0.9749
H 11.4192 16.8972 -0.6172
H 13.0370 17.5492 -0.3533
H 13.8314 15.2943 0.5387
H 13.5911 15.3909 -1.1733
H 11.4598 14.1900 -1.0341
H 11.2800 14.4018 0.6430
H 10.7248 11.9069 0.8390
H 11.0857 11.6743 -0.9078
H 11.2056 9.6452 0.6522
H 12.7095 9.7992 -0.1485
H 11.8386 10.7172 2.6897
H 13.0186 9.5210 2.3823
H 14.3262 11.4519 2.9169
H 14.4848 11.0483 1.2592
H 12.3882 13.1155 2.2583
H 13.9315 13.6058 1.6517
H 14.1058 11.4035 -0.8059
H 14.5832 13.1715 -0.5992
H 13.4662 12.6147 -1.9175
C 15.4408 8.5639 7.5659
C 14.3850 9.5515 8.0051
C 14.0987 10.4298 6.7744
N 12.9771 11.5113 6.9485
C 11.6488 10.8985 7.4383
C 10.5940 11.9627 7.5288
C 10.9994 12.9798 8.5536
C 12.3556 13.6731 8.2493
C 13.4265 12.5789 7.9925
C 12.7937 12.0445 5.5582
H 16.2638 9.1484 7.1546
H 15.0500 7.9233 6.7754
H 15.8345 7.9567 8.3810
H 14.6878 10.1077 8.8922
H 13.4870 8.9674 8.2065
H 13.9375 9.8043 5.8964
H 14.9625 11.0302 6.4890
H 11.8163 10.4404 8.4131
H 11.3381 10.2424 6.6253
H 9.6305 11.5144 7.7711
H 10.4976 12.4280 6.5478
H 10.8347 12.5203 9.5282
H 10.2104 13.7292 8.4916
H 12.6629 14.2699 9.1080
H 12.2334 14.2651 7.3423
H 13.6475 12.0699 8.9307
H 14.3810 12.8753 7.5576
H 12.2058 11.2962 5.0267
H 13.7384 12.1250 5.0205
H 12.2749 13.0028 5.5323
C 20.0955 17.1321 -5.2893
C 19.3846 17.6301 -4.0444
C 19.6642 16.6355 -2.8729
N 18.9024 16.9111 -1.5818
C 18.9312 18.4644 -1.1734
C 18.1928 18.6994 0.1962
C 16.7131 18.3304 0.0531
C 16.4926 16.8569 -0.5098
C 17.3773 16.5083 -1.7304
C 19.4414 15.9425 -0.4880
H 21.0200 16.5823 -5.1125
H 20.3674 17.9002 -6.0132
H 19.5011 16.4168 -5.8578
H 18.3262 17.7693 -4.2646
H 19.7554 18.6095 -3.7420
H 20.7130 16.5907 -2.5794
H 19.4097 15.6113 -3.1455
H 18.6431 19.0373 -2.0549
H 20.0094 18.5359 -1.0309
H 18.3502 19.7176 0.5521
H 18.7365 18.1465 0.9623
H 16.1489 19.0359 -0.5568
H 16.2013 18.3832 1.0140
H 15.4999 16.8522 -0.9601
H 16.6038 16.0766 0.2431
H 16.9994 17.1187 -2.5506
H 17.3095 15.4462 -1.9660
H 20.3700 16.3463 -0.0846
H 19.5870 14.9206 -0.8380
H 18.7453 15.8771 0.3483
C 15.7507 6.7742 2.6704
C 14.5431 6.4671 1.7699
C 13.3072 5.8858 2.5966
N 12.2389 5.1973 1.7046
C 11.7107 6.2000 0.5932
C 10.4179 5.6729 -0.0353
C 9.2328 5.4263 0.9425
C 9.7850 4.4252 1.9848
C 11.1456 4.6722 2.6581
C 12.8413 3.9376 0.9773
H 16.4747 7.2139 1.9843
H 16.0855 5.9381 3.2843
H 15.5667 7.6234 3.3285
H 14.9044 5.7385 1.0443
H 14.3450 7.3529 1.1664
H 12.8182 6.6648 3.1816
H 13.7550 5.2033 3.3189
H 11.4920 7.0291 1.2662
H 12.5353 6.5743 -0.0135
H 10.0883 6.3561 -0.8181
H 10.7503 4.7879 -0.5779
H 8.8726 6.3582 1.3783
H 8.3430 4.9188 0.5699
H 9.0097 4.4311 2.7509
H 9.7164 3.4268 1.5528
H 11.0493 5.4311 3.4345
H 11.4137 3.7652 3.2000
H 13.3445 3.2617 1.6688
H 13.5460 4.2728 0.2164
H 12.0495 3.4480 0.4104
C 8.3015 8.8570 -1.1107
C 6.8670 9.2864 -0.9425
C 5.9446 8.5117 -1.9834
N 4.4312 8.9282 -2.0294
C 3.6596 7.8081 -2.8904
C 4.1314 7.8388 -4.3479
C 3.8213 9.2202 -4.9645
C 4.5495 10.3052 -4.1924
C 4.1786 10.3377 -2.6935
C 3.8702 8.8935 -0.6398
H 8.9063 9.0847 -0.2329
H 8.8298 9.4263 -1.8755
H 8.4814 7.8288 -1.4243
H 6.7819 10.3702 -1.0223
H 6.5978 9.0435 0.0854
H 6.1137 7.4457 -1.8312
H 6.2438 8.7661 -3.0002
H 3.8771 6.7788 -2.6055
H 2.5768 7.9153 -2.8265
H 5.1859 7.5920 -4.4715
H 3.5136 7.0516 -4.7801
H 4.1171 9.1708 -6.0124
H 2.7481 9.3265 -4.8062
H 5.6371 10.3046 -4.2655
H 4.1931 11.2266 -4.6531
H 4.8263 10.9616 -2.0776
H 3.1270 10.6022 -2.5830
H 2.8169 9.1735 -0.6267
H 4.3622 9.6568 -0.0368
H 3.9869 7.9071 -0.1910
C 14.7124 20.7988 2.1788
C 13.5199 21.6212 1.6693
C 12.6983 20.9566 0.6095
N 11.4311 21.9020 0.1454
C 11.8484 23.2871 -0.3896
C 12.7514 23.1682 -1.6868
C 11.9407 22.4946 -2.7433
C 11.5625 21.0934 -2.3380
C 10.7477 21.0734 -1.0431
C 10.4611 22.1811 1.3637
H 15.3632 20.4718 1.3678
H 14.4232 19.8459 2.6222
H 15.3165 21.3076 2.9300
H 13.8065 22.6418 1.4158
H 12.8116 21.8072 2.4766
H 12.3104 20.0196 1.0091
H 13.2359 20.7541 -0.3169
H 12.2709 23.6906 0.5307
H 10.9497 23.8809 -0.5565
H 13.7101 22.6869 -1.4935
H 12.8573 24.1864 -2.0612
H 12.5154 22.5215 -3.6691
H 11.0337 23.0271 -3.0296
H 12.4358 20.4422 -2.3011
H 10.9336 20.6256 -3.0954
H 10.5504 20.0741 -0.6552
H 9.7947 21.5535 -1.2657
H 10.9140 22.8021 2.1366
H 10.1936 21.2467 1.8571
H 9.5939 22.6752 0.9255
C 14.6797 15.0591 5.5120
N 15.1759 16.4272 4.9086
C 16.6609 16.2371 4.5742
C 14.3667 16.7801 3.7020
C 14.9430 17.5366 6.0559
C 15.1248 19.0188 5.6772
O 16.3718 19.3212 5.1695
H 13.6114 15.0664 5.7285
H 15.2817 14.9960 6.4185
H 14.7722 14.2853 4.7500
H 16.6953 15.4131 3.8615
H 17.2194 15.8789 5.4390
H 17.2128 17.0886 4.1761
H 14.6402 16.0661 2.9251
H 14.8109 17.7283 3.3991
H 13.2862 16.8205 3.8400
H 15.7726 17.3303 6.7322
H 14.0765 17.2577 6.6555
H 14.9880 19.6048 6.5860
H 14.3561 19.3355 4.9723
H 16.5321 20.2677 5.1742
C 8.2049 18.4157 -1.7705
N 7.1325 18.2276 -0.7074
C 5.7367 18.5870 -1.3990
C 6.9808 16.7684 -0.2517
C 7.3950 19.3443 0.3849
C 8.3624 18.8797 1.5151
O 9.7552 18.7615 1.2094
H 7.9470 19.4184 -2.1114
H 8.0573 17.6620 -2.5440
H 9.2295 18.3149 -1.4125
H 5.5761 17.9755 -2.2869
H 5.9167 19.6401 -1.6151
H 4.9436 18.4958 -0.6568
H 6.6639 16.0956 -1.0486
H 6.2464 16.7135 0.5518
H 7.9184 16.5020 0.2362
H 6.3868 19.5887 0.7197
H 7.7629 20.2106 -0.1648
H 8.0246 18.0521 2.1389
H 8.2773 19.6332 2.2980
H 10.1697 18.5526 2.0497
C 8.2714 12.1267 -3.4587
N 7.7562 13.3868 -4.1914
C 8.1401 13.2968 -5.6798
C 6.2134 13.5516 -4.0287
C 8.3023 14.7207 -3.5630
C 9.7256 15.2184 -4.0281
O 10.6193 14.2091 -3.5937
H 7.7021 11.2732 -3.8266
H 8.0955 12.2292 -2.3878
H 9.3437 11.9770 -3.5848
H 7.6707 12.4568 -6.1918
H 9.2095 13.1206 -5.5630
H 8.1197 14.3159 -6.0659
H 5.8055 12.6283 -4.4400
H 5.7477 14.3987 -4.5324
H 6.0123 13.5571 -2.9575
H 8.3252 14.4971 -2.4964
H 7.5965 15.5394 -3.7028
H 9.8507 16.1349 -3.4514
H 9.8334 15.3777 -5.1010
H 11.4999 14.5855 -3.6591
C 11.4194 7.4875 -5.8391
N 11.8267 8.4418 -4.7227
C 11.2866 9.8509 -5.1113
C 11.0407 8.0475 -3.4058
C 13.3987 8.3435 -4.6050
C 14.0469 9.5326 -3.7966
O 13.4613 9.6247 -2.5548
H 12.0052 7.7609 -6.7167
H 10.3598 7.6837 -6.0029
H 11.7538 6.5232 -5.4564
H 11.8464 10.6463 -4.6192
H 10.2027 9.8364 -4.9972
H 11.5702 9.9632 -6.1577
H 11.3516 7.0981 -2.9698
H 9.9937 7.9144 -3.6780
H 11.1362 8.9439 -2.7931
H 13.8276 8.2523 -5.6029
H 13.7718 7.4858 -4.0452
H 14.1369 10.4971 -4.2963
H 15.0876 9.2961 -3.5749
H 13.8516 8.8875 -2.0795
O 8.7084 13.3489 0.3646
C 7.5061 12.8173 0.3775
O 7.2676 12.0681 1.3494
O 6.6301 13.1194 -0.4917
H 8.8937 13.0050 1.2415
O 10.2802 15.6402 2.8068
C 10.5764 14.9381 3.9433
O 10.3329 13.7298 4.0094
O 10.9433 15.5061 4.9500
H 10.3581 16.5304 3.1574
O 13.2358 17.1941 -3.0131
C 13.7153 16.2800 -3.8218
O 14.6656 16.6118 -4.5923
O 13.1332 15.1707 -3.9366
H 13.8219 17.9285 -3.2100
O 17.3401 12.0032 1.3939
C 17.0892 13.1270 0.6839
O 16.4190 13.9928 1.3235
O 17.5221 13.2365 -0.4259
H 17.0416 12.4177 2.2067
*
```